Below is a structure of composition C13H34N3PPd, with properties calculated with ωB97M-V/def2-TZVPD.

Last column: natural (NBO) charge in e.
Atoms and positions in Å:
Pd1 -0.3164 -0.3376 0.1548  0.754
N1 -0.6073 1.7872 -0.6647  -0.846
C1 0.2708 1.8417 -1.8485  -0.243
C2 1.6480 1.3032 -1.4925  -0.249
N2 1.6340 -0.0709 -0.9257  -0.629
C3 1.7566 -1.1755 -1.9083  -0.245
C4 0.4348 -1.4372 -2.5895  -0.242
N3 -0.6040 -1.6652 -1.5478  -0.850
H1 -1.5637 2.0346 -0.8940  0.406
H2 -0.2955 2.4653 0.0231  0.391
H3 0.3848 2.8594 -2.2212  0.233
H4 -0.2026 1.2664 -2.6390  0.203
H5 2.0910 1.9501 -0.7332  0.220
H6 2.2963 1.3452 -2.3698  0.230
H7 2.4042 -0.1433 -0.2734  0.406
H8 2.0738 -2.0591 -1.3516  0.219
H9 2.5279 -0.9660 -2.6520  0.231
H10 0.5334 -2.2926 -3.2575  0.237
H11 0.1237 -0.5968 -3.2018  0.212
H12 -0.4841 -2.6030 -1.1716  0.400
H13 -1.5334 -1.6497 -1.9577  0.413
C5 0.8064 0.5136 4.9838  -0.616
C6 0.6421 1.0357 3.5486  -0.558
C7 -0.0609 2.4009 3.5113  -0.608
P1 -0.2276 -0.1148 2.4651  1.231
C8 0.4716 -1.8071 2.5678  -0.546
C9 -0.0253 -2.7078 3.7100  -0.613
C10 2.0059 -1.7318 2.5197  -0.612
C11 -2.0278 -0.0965 2.7406  -0.558
C12 -2.5438 -0.4151 4.1474  -0.620
C13 -2.6607 -0.9686 1.6402  -0.595
H14 1.2361 1.3174 5.5840  0.253
H15 1.4817 -0.3351 5.0507  0.223
H16 -0.1424 0.2381 5.4411  0.223
H17 1.6318 1.1401 3.0943  0.252
H18 -1.0266 2.3662 4.0174  0.224
H19 -0.2192 2.7712 2.4955  0.202
H20 0.5540 3.1341 4.0331  0.255
H21 0.1470 -2.2867 1.6327  0.225
H22 0.1862 -2.2778 4.6887  0.229
H23 0.4957 -3.6648 3.6497  0.245
H24 -1.0913 -2.9141 3.6460  0.221
H25 2.4208 -1.4325 3.4806  0.233
H26 2.3770 -1.0303 1.7699  0.193
H27 2.4102 -2.7174 2.2859  0.247
H28 -2.3004 0.9407 2.5180  0.252
H29 -2.2228 -1.3873 4.5098  0.225
H30 -3.6355 -0.4159 4.1241  0.247
H31 -2.2422 0.3397 4.8719  0.229
H32 -2.4397 -2.0295 1.7505  0.228
H33 -2.3374 -0.6034 0.6416  0.170
H34 -3.7449 -0.8475 1.6192  0.269

Calculated values
- Lowest unoccupied orbital energy (spin up / spin down): -8.10 / -7.89 eV
- Kohn-Sham gap (spin up / spin down): 7.28 / 7.24 eV
- Charge: +2
- Electronic energy: -31257.280 eV
- Highest occupied orbital energy (spin up / spin down): -15.4 / -15.1 eV